{
  "formula": "C24H66O36P6S3",
  "method": "wB97M-V/def2-TZVPD",
  "e_lumo_ev": 0.35,
  "total_charge": 0,
  "homo_ha": -0.372,
  "de_lowest_ev": 0.000,
  "species": ["C", "O", "P", "O", "O", "C", "O", "C", "H", "H", "H", "H", "H", "H", "H", "H", "H", "C", "O", "P", "O", "O", "C", "O", "C", "H", "H", "H", "H", "H", "H", "H", "H", "H", "C", "O", "P", "O", "O", "C", "O", "C", "H", "H", "H", "H", "H", "H", "H", "H", "H", "C", "O", "P", "O", "O", "C", "O", "C", "H", "H", "H", "H", "H", "H", "H", "H", "H", "C", "O", "P", "O", "O", "C", "O", "C", "H", "H", "H", "H", "H", "H", "H", "H", "H", "C", "O", "P", "O", "O", "C", "O", "C", "H", "H", "H", "H", "H", "H", "H", "H", "H", "C", "C", "O", "S", "O", "O", "O", "H", "H", "H", "H", "C", "C", "O", "S", "O", "O", "O", "H", "H", "H", "H", "C", "C", "O", "S", "O", "O", "O", "H", "H", "H", "H"],
  "coordinates": [[-8.913, 1.162, -6.046], [-9.404, 0.658, -4.772], [-9.984, 1.698, -3.746], [-11.042, 2.553, -4.274], [-10.379, 0.821, -2.499], [-10.842, -0.526, -2.608], [-8.698, 2.466, -3.252], [-8.758, 3.255, -2.038], [-8.824, 2.243, -6.068], [-9.633, 0.855, -6.797], [-7.973, 0.633, -6.163], [-10.535, -1.015, -3.529], [-11.937, -0.551, -2.576], [-10.483, -1.044, -1.723], [-8.203, 2.705, -1.282], [-9.791, 3.403, -1.737], [-8.241, 4.181, -2.268], [-13.918, -6.173, -5.290], [-12.992, -5.177, -5.746], [-13.520, -3.720, -5.912], [-14.241, -3.177, -4.754], [-14.473, -3.880, -7.145], [-15.180, -2.705, -7.613], [-12.247, -2.949, -6.385], [-12.053, -1.537, -6.177], [-14.432, -5.828, -4.386], [-13.313, -6.988, -4.899], [-14.650, -6.464, -6.034], [-16.099, -3.072, -8.057], [-14.607, -2.197, -8.392], [-15.345, -2.034, -6.772], [-12.719, -1.134, -5.415], [-12.218, -1.041, -7.129], [-11.023, -1.358, -5.869], [-12.480, -9.227, -2.826], [-13.549, -9.419, -1.882], [-14.262, -8.193, -1.205], [-14.645, -7.120, -2.121], [-13.262, -7.707, -0.077], [-12.747, -8.675, 0.842], [-15.419, -8.957, -0.454], [-16.417, -8.165, 0.212], [-11.867, -10.116, -2.748], [-11.985, -8.279, -2.616], [-12.878, -9.155, -3.840], [-12.385, -8.163, 1.730], [-11.897, -9.208, 0.416], [-13.521, -9.382, 1.135], [-17.340, -8.094, -0.352], [-16.027, -7.164, 0.415], [-16.586, -8.611, 1.190], [-20.521, -1.735, -1.980], [-19.331, -2.242, -1.364], [-18.016, -2.195, -2.216], [-18.110, -2.449, -3.657], [-17.387, -0.789, -1.865], [-16.955, 0.128, -2.885], [-17.159, -3.240, -1.417], [-15.951, -3.653, -2.067], [-21.118, -2.573, -2.334], [-20.308, -1.090, -2.835], [-21.080, -1.146, -1.258], [-15.884, 0.270, -2.740], [-17.455, 1.083, -2.756], [-17.113, -0.292, -3.876], [-15.867, -3.211, -3.065], [-15.881, -4.728, -2.205], [-15.100, -3.206, -1.551], [-16.454, -8.726, -7.130], [-16.775, -7.509, -7.789], [-17.837, -6.488, -7.261], [-17.885, -5.262, -8.059], [-19.230, -7.268, -7.206], [-19.580, -8.136, -8.283], [-17.496, -6.350, -5.746], [-17.867, -5.252, -4.907], [-17.060, -9.539, -7.526], [-16.617, -8.663, -6.050], [-15.397, -8.955, -7.245], [-19.268, -7.723, -9.248], [-20.659, -8.240, -8.278], [-19.083, -9.104, -8.216], [-17.587, -4.279, -5.319], [-17.401, -5.320, -3.933], [-18.956, -5.187, -4.877], [-18.397, -3.488, -10.484], [-18.116, -3.039, -11.807], [-16.654, -2.708, -12.301], [-15.872, -1.821, -11.444], [-15.965, -4.119, -12.597], [-15.567, -4.919, -11.490], [-16.906, -2.179, -13.755], [-17.456, -3.068, -14.739], [-18.127, -4.535, -10.388], [-19.447, -3.331, -10.247], [-17.880, -2.943, -9.688], [-16.148, -5.841, -11.509], [-15.706, -4.439, -10.524], [-14.504, -5.161, -11.530], [-17.753, -4.025, -14.320], [-16.654, -3.284, -15.450], [-18.260, -2.593, -15.292], [-11.863, -3.540, -2.409], [-12.439, -4.735, -1.654], [-11.523, -5.017, -0.592], [-10.064, -4.707, -1.167], [-9.666, -5.784, -1.995], [-9.235, -4.293, -0.112], [-10.490, -3.429, -1.998], [-12.345, -2.660, -1.976], [-11.982, -3.605, -3.481], [-12.406, -5.623, -2.307], [-13.505, -4.687, -1.464], [-12.358, 3.694, -9.272], [-11.109, 4.068, -8.529], [-10.662, 2.764, -8.090], [-10.918, 1.704, -9.270], [-11.662, 0.619, -8.744], [-9.709, 1.425, -9.954], [-11.824, 2.667, -10.150], [-12.907, 4.456, -9.818], [-13.111, 3.191, -8.659], [-11.242, 4.670, -7.634], [-10.346, 4.486, -9.184], [-9.111, -3.841, -7.993], [-9.614, -4.795, -6.919], [-8.586, -4.848, -5.926], [-7.669, -3.557, -5.965], [-6.341, -3.957, -6.239], [-7.936, -2.699, -4.881], [-8.305, -2.901, -7.282], [-9.920, -3.290, -8.467], [-8.531, -4.360, -8.760], [-9.890, -5.767, -7.316], [-10.499, -4.355, -6.463]]
}

{
  "formula": "C24H67N5O8",
  "method": "wB97M-V/def2-TZVPD",
  "smiles": "COC[C@H](C)N.COC[C@H](C)N.COC[C@H](C)N.COC[C@H](C)N.COCCNCCOC.CO.CO",
  "e_lumo_ev": 0.52,
  "total_charge": 0,
  "homo_ha": -0.321,
  "species": ["C", "O", "C", "C", "C", "N", "H", "H", "H", "H", "H", "H", "H", "H", "H", "H", "H", "C", "O", "C", "C", "C", "N", "H", "H", "H", "H", "H", "H", "H", "H", "H", "H", "H", "C", "O", "C", "C", "C", "N", "H", "H", "H", "H", "H", "H", "H", "H", "H", "H", "H", "C", "O", "C", "C", "C", "N", "H", "H", "H", "H", "H", "H", "H", "H", "H", "H", "H", "C", "O", "C", "C", "N", "C", "C", "O", "C", "H", "H", "H", "H", "H", "H", "H", "H", "H", "H", "H", "H", "H", "H", "H", "C", "O", "H", "H", "H", "H", "C", "O", "H", "H", "H", "H"],
  "coordinates": [[-16.624, -3.842, 5.077], [-17.031, -5.000, 5.701], [-16.621, -5.071, 7.019], [-16.603, -6.498, 7.439], [-18.019, -7.096, 7.409], [-15.971, -6.568, 8.775], [-15.536, -3.705, 5.125], [-17.072, -2.940, 5.532], [-16.991, -3.862, 4.055], [-15.626, -4.619, 7.146], [-17.303, -4.515, 7.692], [-15.966, -7.062, 6.753], [-18.341, -7.388, 6.403], [-18.767, -6.430, 7.853], [-18.088, -8.047, 7.959], [-16.323, -7.440, 9.180], [-16.375, -5.903, 9.438], [-19.891, 2.009, 1.585], [-19.570, 1.615, 2.889], [-20.445, 0.651, 3.403], [-19.874, 0.134, 4.695], [-20.765, -0.913, 5.274], [-19.627, 1.180, 5.715], [-19.855, 1.157, 0.890], [-19.138, 2.729, 1.275], [-20.885, 2.473, 1.540], [-21.463, 1.080, 3.491], [-20.564, -0.188, 2.691], [-18.877, -0.243, 4.435], [-20.160, -1.582, 5.876], [-21.323, -1.484, 4.525], [-21.592, -0.495, 5.853], [-20.538, 1.575, 5.983], [-19.176, 1.989, 5.276], [-20.999, 3.863, 9.872], [-20.094, 3.062, 10.522], [-19.696, 1.947, 9.746], [-20.691, 0.816, 9.785], [-20.554, -0.039, 11.017], [-20.599, -0.074, 8.598], [-21.825, 3.305, 9.427], [-20.507, 4.400, 9.039], [-21.286, 4.618, 10.595], [-19.496, 2.249, 8.703], [-18.714, 1.652, 10.141], [-21.710, 1.210, 9.725], [-19.559, -0.510, 11.044], [-21.326, -0.799, 11.047], [-20.514, 0.568, 11.930], [-19.814, -0.755, 8.617], [-20.235, 0.461, 7.800], [-12.420, -2.608, 12.062], [-12.969, -2.825, 10.779], [-14.149, -2.114, 10.530], [-15.278, -2.551, 11.458], [-15.831, -3.891, 11.036], [-16.479, -1.589, 11.501], [-13.088, -2.889, 12.877], [-12.116, -1.553, 12.179], [-11.513, -3.206, 12.106], [-13.869, -1.058, 10.687], [-14.519, -2.283, 9.519], [-14.935, -2.653, 12.493], [-16.603, -4.220, 11.739], [-15.036, -4.641, 11.117], [-16.254, -3.883, 10.032], [-16.813, -1.697, 12.457], [-16.199, -0.604, 11.464], [-12.080, 8.802, 8.938], [-13.239, 8.081, 9.141], [-13.047, 6.648, 9.113], [-14.360, 6.009, 8.732], [-14.114, 4.757, 8.034], [-15.295, 3.943, 7.873], [-14.973, 2.478, 7.605], [-14.014, 2.025, 8.559], [-13.608, 0.722, 8.302], [-12.311, 9.865, 9.067], [-11.663, 8.757, 7.910], [-11.249, 8.542, 9.613], [-12.764, 6.362, 10.138], [-12.219, 6.425, 8.434], [-14.922, 6.657, 8.059], [-14.982, 5.795, 9.616], [-13.405, 4.195, 8.492], [-15.930, 4.267, 7.026], [-16.001, 4.035, 8.725], [-14.581, 2.347, 6.582], [-15.899, 1.902, 7.738], [-14.456, 0.022, 8.318], [-12.847, 0.348, 8.983], [-13.148, 0.677, 7.298], [-17.468, -1.198, 7.818], [-18.227, -1.967, 8.760], [-18.089, -0.965, 6.954], [-17.120, -0.238, 8.225], [-16.574, -1.740, 7.468], [-17.838, -1.912, 9.642], [-20.466, -4.458, 7.217], [-21.565, -4.560, 6.282], [-19.540, -4.677, 6.690], [-20.457, -3.450, 7.632], [-20.592, -5.233, 7.979], [-22.354, -4.415, 6.818]]
}